Entry 1:
{"formula": "C21H32IrNO2S2", "method": "wB97M-V/def2-TZVPD", "e_tot_ha": -1925.06204, "s_squared": 0.764, "spin_multiplicity": 2, "de_lowest_ev": 1.4066, "lumo_ev": [-2.469, -2.632], "homo_ev": [-9.4, -10.3], "total_charge": 1, "species": ["H", "H", "C", "C", "Ir", "S", "N", "H", "H", "C", "C", "C", "C", "H", "H", "H", "C", "H", "H", "O", "H", "C", "S", "C", "O", "H", "H", "H", "H", "H", "H", "H", "C", "H", "H", "C", "C", "H", "H", "C", "H", "C", "H", "H", "H", "H", "C", "C", "C", "C", "H", "H", "C", "H", "H", "C", "H", "H", "C"], "positions_angstrom": [[1.589835, 5.577953, 1.729021], [1.040851, -2.642956, 2.253330], [0.548875, 3.163055, -3.654137], [-0.629410, -2.432316, 0.903343], [-0.525226, 0.054728, 0.044389], [1.817979, 1.490735, -1.924703], [0.598655, 2.484336, 1.014239], [-2.285543, -1.826576, -3.268329], [-0.802413, -2.756119, -3.167806], [0.269636, -3.257574, 1.778926], [1.778858, 2.278338, -3.529818], [-1.752358, -1.549087, 2.973316], [-1.283537, -1.835232, -2.846964], [-2.368265, -2.364360, 3.362630], [0.528827, 3.927535, -2.875783], [3.260111, 4.240206, 3.053436], [4.427582, 0.813188, -1.369740], [-0.777920, -1.609034, 3.454501], [4.862563, 1.722083, -1.786760], [-0.594066, 1.941670, 0.625983], [2.808157, -0.587079, -1.789459], [-1.614792, -1.637291, 1.478187], [1.502230, 0.025816, 1.259855], [-3.696325, -0.199589, 1.267672], [0.558598, 0.625987, -1.909230], [3.268569, 1.772483, 2.851014], [-0.728401, -0.995320, -3.270666], [-0.169722, 4.300062, 0.452697], [1.628798, -3.005727, -0.468531], [3.408308, 0.269866, -3.222808], [-3.671364, 0.732361, -1.145770], [1.794777, 1.481350, -4.275243], [-2.379063, -0.947167, -0.774902], [-2.894563, 0.105840, -2.582102], [2.704067, 2.857046, -3.600552], [1.549172, 1.708078, 1.580272], [0.620458, 3.833543, 1.020742], [0.553271, 3.665800, -4.619906], [-4.524334, -0.124810, 0.569114], [3.205064, 0.360597, -2.155163], [-4.054295, -0.751922, 2.134126], [0.752659, -3.098724, -1.108456], [4.169441, 0.996528, -0.326333], [0.550294, -4.165061, -1.238383], [-3.440783, 0.808401, 1.597330], [-2.209016, -0.610251, 3.273555], [2.521270, 3.741222, 2.439886], [1.578820, 4.499230, 1.729209], [-2.515591, -0.904870, 0.641908], [-0.435720, -2.394120, -0.506831], [1.008702, -2.684634, -2.079846], [5.191495, 0.037227, -1.399001], [-1.345847, -1.741145, -1.347069], [-0.359877, 2.569030, -3.573946], [-4.246037, -0.771486, -1.867317], [2.522724, 2.375367, 2.353249], [0.766312, -4.047790, 1.223513], [-0.304405, -3.725153, 2.577773], [-3.353508, -0.181064, -1.639830]], "forces_ev_per_a": [[0.0, 0.0, 0.0], [0.0, 0.0, 0.0], [0.0, 0.0, 0.0], [0.0, -0.2, 0.2], [0.8, -3.2, 0.1], [-0.4, 0.0, 0.3], [-0.6, -0.2, 0.7], [0.0, 0.0, 0.0], [0.0, 0.0, 0.0], [0.0, 0.0, 0.0], [0.1, 0.1, -0.1], [0.1, 0.0, 0.0], [0.3, -0.1, 0.0], [0.0, 0.0, 0.0], [0.0, 0.0, 0.0], [0.0, 0.0, 0.0], [0.0, 0.0, 0.0], [0.0, 0.0, 0.0], [0.0, 0.0, 0.0], [-0.2, 0.7, -0.4], [0.0, 0.0, 0.0], [-0.3, 0.2, 0.3], [0.2, 0.4, 0.0], [0.0, 0.0, 0.0], [0.3, 0.3, -0.4], [0.0, 0.0, 0.0], [0.0, 0.0, 0.0], [-0.1, 0.0, 0.1], [0.0, 0.0, 0.0], [0.0, -0.1, 0.0], [0.0, 0.0, 0.0], [0.0, 0.0, 0.0], [-0.6, 0.5, -0.1], [0.0, 0.0, 0.0], [0.0, 0.0, 0.0], [0.3, 0.4, 0.0], [0.1, 0.1, 0.1], [0.0, 0.0, 0.0], [0.0, 0.0, 0.0], [0.1, 0.0, -0.1], [0.0, 0.0, 0.0], [0.1, 0.0, 0.0], [0.0, 0.0, 0.0], [0.0, 0.0, 0.0], [0.0, 0.0, 0.0], [0.0, 0.0, 0.0], [0.1, 0.2, 0.1], [0.0, -0.2, -0.1], [-0.1, 0.6, 0.1], [0.5, 0.5, -0.1], [0.0, 0.0, 0.0], [0.0, 0.0, 0.0], [-0.5, 0.5, -0.3], [0.0, 0.0, 0.0], [0.0, 0.0, 0.0], [-0.1, -0.3, -0.3], [0.0, 0.0, 0.0], [0.0, 0.0, 0.0], [0.0, -0.2, -0.1]], "lowdin_spin": [0.000, 0.006, 0.000, 0.130, 0.637, 0.005, 0.000, 0.001, 0.001, 0.017, 0.003, -0.001, 0.009, 0.000, 0.000, 0.000, 0.000, 0.000, 0.000, 0.002, 0.000, 0.030, 0.052, 0.000, 0.057, 0.001, 0.003, 0.000, 0.000, 0.000, 0.000, 0.000, -0.016, 0.000, 0.001, 0.006, 0.000, 0.000, 0.000, 0.001, 0.000, -0.002, 0.000, -0.001, 0.000, 0.000, -0.001, -0.001, -0.003, 0.006, 0.000, 0.000, 0.058, 0.000, -0.002, 0.001, 0.001, 0.003, -0.004]}

Entry 2:
{"formula": "C36H51N3O21", "method": "wB97M-V/def2-TZVPD", "e_tot_ha": -3146.44906, "lumo_ev": -1.899, "homo_ev": -7.0, "total_charge": 0, "species": ["H", "O", "O", "C", "C", "H", "H", "H", "C", "C", "C", "O", "H", "C", "C", "N", "C", "H", "H", "H", "H", "C", "H", "C", "H", "O", "C", "H", "O", "C", "O", "C", "C", "O", "H", "H", "O", "C", "C", "H", "O", "H", "O", "H", "H", "H", "H", "C", "H", "O", "C", "H", "O", "H", "H", "C", "C", "C", "C", "C", "C", "H", "H", "H", "C", "H", "N", "H", "H", "H", "O", "H", "H", "H", "N", "H", "H", "O", "O", "O", "C", "C", "H", "C", "C", "H", "C", "O", "O", "C", "H", "H", "C", "O", "H", "H", "H", "C", "H", "H", "H", "C", "O", "O", "C", "H", "H", "H", "H", "H", "C"], "positions_angstrom": [[0.960021, -2.601202, -3.655624], [2.768851, -0.387452, -1.275364], [-1.886459, -3.220682, -0.075194], [0.218591, -4.579032, -3.446544], [0.203611, 0.437308, 6.144006], [2.206171, -6.457482, 1.210906], [0.619231, -3.008952, 0.548516], [-0.900779, 5.921418, -5.378684], [-1.243479, -4.902312, -1.535884], [2.662671, -5.892462, 0.398216], [-1.587129, 4.152418, -5.576084], [-0.548779, 0.579718, 3.817206], [-3.252719, 3.081928, -3.759184], [1.917051, 2.911478, 0.208166], [-3.385559, 0.294408, 0.855146], [-1.283649, 2.560098, -3.499114], [0.413271, -3.298022, -3.037654], [3.056851, -1.373802, 3.506956], [-3.011889, 0.354838, 1.877316], [2.241331, -4.565132, 2.565406], [0.740091, 0.796238, 0.134476], [-0.790929, 0.513288, 5.057726], [-3.724769, -0.117382, 8.354616], [-1.465839, 0.034898, 7.971486], [2.794401, -1.841262, 1.265156], [4.458561, -3.571962, -5.430934], [-0.388879, 1.365268, -3.084684], [0.193421, 3.007698, -4.928734], [-5.510889, 4.237528, 1.098336], [2.175311, -1.959332, 3.245936], [1.046021, -5.133272, -4.392184], [3.691631, -2.462262, -1.958514], [2.145871, -2.522882, 1.815516], [-0.044909, -1.463942, -1.568814], [0.686901, -0.069402, 8.206406], [3.860941, -1.046292, -5.624774], [-0.571039, -6.745412, -2.899144], [4.080781, -2.769062, -4.396834], [-3.192309, 4.144638, 0.770366], [2.201161, -6.238402, -0.526684], [1.277491, 2.896288, 1.275646], [-0.309359, 0.586268, -3.842924], [2.952401, 0.658078, -3.725374], [-1.377949, 4.185848, -6.645304], [-1.691419, 4.361548, -2.619544], [3.693491, -6.227962, 0.284476], [0.905111, -6.082872, -4.389914], [-4.297449, 4.121508, 1.710956], [0.033761, 0.474278, 1.617376], [-3.157329, 4.326578, -0.457814], [-2.842389, 3.777718, 3.788316], [-2.900249, 2.140298, -2.269574], [-2.721569, 3.934258, 4.967066], [1.577981, 0.886868, 4.860096], [1.319391, -1.287222, 3.307296], [-2.205319, 0.403428, 5.617066], [3.751851, -1.438362, -4.624384], [-0.079509, 0.091088, 7.462596], [2.684111, -3.982472, 1.757596], [-1.868529, 3.791808, 1.415306], [-1.184419, -3.627422, -1.184064], [-5.372279, 4.355858, 0.155796], [-2.171579, -2.304042, -0.067254], [0.171561, -2.877332, 2.109466], [-2.720209, 2.227708, -3.341034], [0.685791, -0.733592, 0.715966], [0.189221, 0.144968, 0.675306], [4.809471, -4.369742, -5.028424], [-0.719889, 0.085418, 0.239346], [3.431331, -2.864232, -0.990494], [-3.760489, 0.025588, 7.405996], [-3.025249, 0.485488, 4.918946], [0.131481, 4.016898, -2.664224], [2.079861, -2.760632, 3.978676], [0.767081, -2.480752, 1.396606], [-3.762029, 1.268748, 0.543636], [0.635761, 1.707398, -2.939174], [1.571591, 2.254608, -0.803574], [-2.518469, -0.280312, -0.152584], [1.480761, 0.562808, 5.758506], [3.355711, -1.131902, -2.261964], [3.195751, 3.793718, 0.113216], [-0.948599, 3.829978, 0.850786], [-1.750689, 3.609848, 2.703506], [-0.875349, 3.659618, -2.448014], [-2.671349, 4.064878, -5.506074], [4.162541, -3.354542, -3.027934], [-0.574749, 3.381128, 3.304786], [-1.390229, 5.319558, -4.813174], [-0.367209, -2.616072, -1.927004], [2.709331, 0.547848, -1.483374], [4.052341, 3.451548, 0.693976], [-0.603379, -5.533852, -2.684304], [-1.809899, -0.283512, 9.166556], [-1.947329, -5.435852, -0.914334], [-1.076969, 3.042248, -1.572624], [2.880931, 4.761528, 0.503516], [3.391471, -0.518952, -3.567684], [-1.267369, 2.046298, -5.485324], [-5.044429, 3.939698, 3.713526], [3.334751, 3.902728, -0.962374], [-0.892919, 2.923148, -4.957094], [4.500671, -4.468512, -2.757294], [2.389641, -4.487332, 0.439536], [-4.189019, 3.837768, 3.062156], [-3.037449, 1.303808, -3.824644], [3.743361, -3.942372, 2.011536], [0.123581, 3.153428, 2.686646], [-0.681229, 0.819768, -2.187434], [-4.257379, -0.344502, 0.995926], [-2.471059, 0.108718, 6.917326]], "forces_ev_per_a": [[0.6, -0.2, 0.1], [1.0, -1.6, -0.3], [1.0, -2.2, -1.1], [2.3, 0.5, -0.6], [1.5, -0.7, 1.6], [-0.1, 0.3, 0.3], [0.0, -0.2, 0.0], [0.1, 0.4, 0.3], [-1.1, -1.1, 0.1], [-0.8, -0.3, -1.3], [-1.2, -0.9, 1.4], [-0.1, -0.2, 4.1], [-0.3, -0.2, 0.2], [0.7, 0.0, 0.5], [0.5, -1.5, -1.7], [2.4, -0.8, 0.1], [-1.7, 0.5, -0.7], [0.2, -0.2, -0.2], [0.8, 0.3, 0.2], [-0.5, -0.3, -0.2], [0.4, 1.1, -0.2], [-2.9, -0.2, -2.0], [0.4, -0.1, 0.5], [0.9, -2.4, 2.7], [-0.2, -0.2, -0.8], [-0.5, 1.2, 1.0], [0.5, -0.3, -0.7], [-0.1, -0.1, -0.3], [0.1, 0.1, 1.1], [0.0, -0.1, 0.0], [-0.8, 1.2, 0.4], [-0.8, 3.1, -1.4], [0.5, -0.9, 1.2], [-1.5, -2.8, -1.0], [0.3, 0.1, -0.2], [-0.2, 0.0, -0.1], [-0.2, 1.4, -0.2], [0.4, 1.6, -1.9], [5.2, -1.2, -0.6], [-0.2, -0.1, 0.0], [-0.2, 0.2, 0.9], [-0.5, 0.3, -0.5], [1.4, -2.9, 0.2], [0.5, 0.3, 0.1], [0.6, 0.6, 0.6], [0.4, 0.7, 0.4], [-0.3, -0.5, 0.1], [-2.2, -0.8, 1.2], [0.2, 0.4, 0.3], [-1.9, 0.2, 1.7], [-1.8, 0.2, -3.4], [-0.2, 0.0, -0.1], [0.5, -0.3, 0.0], [-0.4, 0.0, -0.5], [0.0, 0.0, 0.3], [0.7, -0.4, -0.1], [0.9, -1.8, -0.5], [-0.4, 1.0, -1.0], [0.0, 1.7, -0.5], [-1.8, 1.0, -1.9], [-1.6, 2.7, 1.8], [0.3, 0.1, -0.4], [0.0, 2.2, -0.3], [-0.2, 0.0, 0.1], [0.0, 0.7, 0.2], [-0.5, -0.9, 0.1], [0.8, 0.8, 0.4], [0.1, -0.7, 0.2], [-2.0, -0.9, -0.7], [0.3, -0.1, 0.1], [1.1, 0.1, -1.8], [0.0, 0.0, -0.1], [-0.2, -0.2, 0.3], [-0.2, 0.1, 0.2], [0.0, 0.2, -0.6], [0.0, 0.4, 0.1], [-0.2, 0.4, 0.1], [0.2, -0.5, -0.8], [0.0, 0.5, 1.4], [0.2, -0.1, 0.9], [-0.6, -1.9, 4.1], [-1.6, 0.1, -0.4], [-0.1, -0.2, -0.4], [1.7, -0.1, 3.9], [-2.3, -1.5, -1.6], [-0.2, -0.8, -0.3], [-1.5, 2.0, 1.8], [-0.6, 0.0, 0.8], [1.0, 0.6, -0.7], [2.9, 0.5, -0.2], [-0.3, 0.9, -0.5], [-0.1, -0.2, -0.3], [0.2, -0.7, 1.4], [1.2, 1.5, -4.0], [0.2, -0.6, -0.1], [0.7, 0.9, 0.6], [0.2, 0.1, 0.1], [-1.4, 2.1, -1.5], [0.6, 0.0, -0.4], [-0.3, -0.3, -0.2], [0.8, 0.0, 0.2], [-1.1, -0.2, 0.9], [0.8, -1.7, -0.9], [1.1, -0.8, 1.7], [0.6, 1.3, -1.0], [0.5, 0.0, -0.1], [0.4, -0.3, -0.5], [0.7, 0.0, -1.0], [-0.7, 0.7, 0.2], [-0.5, -0.1, -0.2], [-2.5, 1.2, -0.2]], "lowdin_charge": [0.117, 0.063, 0.074, -0.209, -0.207, 0.087, 0.059, 0.098, 0.064, -0.095, -0.231, 0.059, 0.097, -0.699, -0.289, -0.312, 0.089, 0.082, 0.033, 0.118, 0.057, -0.237, 0.095, -0.272, 0.128, 0.103, -0.011, 0.138, 0.081, -0.045, 0.080, 0.103, -0.407, 0.081, 0.127, 0.128, 0.106, -0.182, -0.296, 0.081, -0.052, 0.099, 0.072, 0.130, 0.081, 0.088, 0.101, -0.228, 0.090, 0.058, -0.291, 0.102, 0.140, 0.113, 0.054, 0.098, 0.074, 0.096, -0.180, 0.059, -0.224, 0.099, 0.062, 0.107, 0.010, 0.051, 0.299, 0.107, 0.043, 0.106, 0.082, 0.126, 0.114, 0.082, 0.049, 0.033, 0.072, -0.089, -0.441, 0.102, -0.196, -0.003, 0.115, -0.236, 0.050, 0.110, -0.354, 0.075, -0.049, -0.229, 0.071, 0.073, -0.314, 0.058, 0.140, 0.085, 0.069, -0.312, 0.130, 0.121, 0.065, -0.068, 0.137, -0.200, 0.111, 0.117, 0.128, 0.052, 0.081, 0.044, -0.218]}

Entry 3:
{"formula": "C4H9S", "method": "wB97M-V/def2-TZVPD", "e_tot_ha": -555.98191, "de_lowest_ev": 0.6113, "lumo_ev": 4.153, "homo_ev": -2.2, "total_charge": -1, "species": ["C", "H", "H", "H", "H", "H", "C", "H", "C", "C", "H", "S", "H", "H"], "positions_angstrom": [[-1.367466, 1.843977, 0.472646], [-2.228482, 2.461772, 0.727040], [-0.686812, 0.385700, -0.962811], [2.720025, -2.855278, 0.519159], [-1.011191, 1.976767, -1.634277], [0.433180, 1.031269, 1.166694], [-0.393594, 1.709321, 1.358606], [1.274640, -3.713835, -0.023387], [-1.364655, 1.245266, -0.900791], [1.943579, -2.882903, -0.250672], [-0.438360, 2.226362, 2.310086], [1.029720, -1.297366, -0.380715], [-2.367817, 0.935352, -1.204063], [2.457234, -3.066403, -1.197515]], "forces_ev_per_a": [[-0.2, 0.2, -0.2], [0.1, 0.1, 0.0], [-0.2, 0.1, 0.0], [-0.1, 0.0, 0.1], [-0.1, 0.1, 0.0], [0.1, 0.1, 0.0], [0.0, -0.2, 0.1], [0.0, -0.1, -0.1], [0.2, -0.2, 0.0], [0.1, 0.4, -0.2], [0.0, -0.1, 0.1], [0.1, -0.2, 0.1], [0.0, 0.0, 0.0], [-0.1, -0.3, 0.0]], "lowdin_charge": [-0.267, 0.073, -0.054, -0.026, 0.066, -0.004, -0.038, -0.027, -0.149, -0.733, 0.034, 0.098, 0.059, -0.031]}